Density functional theory data (ωB97M-V/def2-TZVPD) for 9 unconnected molecules or ions with the total composition C57H127N5O9.

Calculated values
- HOMO level (eV) = -7.90
- calculated total energy (Eh) = -3198.46951
- SMILES = CC1(C)CCCC(C)(C)N1O.CC1(C)CCCC(C)(C)N1O.CC1(C)CCCC(C)(C)N1O.CC1(C)CCCC(C)(C)N1O.CC1(C)CCCC(C)(C)N1O.CC(C)O.CC(C)O.CC(C)O.CC(C)O
- energy above the lowest of the compared OMol25 structures with the same formula, charge and spin (eV) = 6.443
- HOMO-LUMO gap (eV) = 8.3

XYZ file:
```
198
C57H127N5O9 (ωB97M-V/def2-TZVPD)
C 7.2225 -0.5790 -2.4971
C 6.2066 -1.1377 -1.4429
C 4.7171 -0.7738 -1.6767
C 6.3389 -2.7326 -1.6212
C 5.8856 -3.5740 -0.4532
C 6.6358 -3.0876 0.8005
C 6.4858 -1.5962 1.0942
C 5.0633 -1.4893 1.6321
C 7.4919 -1.3100 2.1409
N 6.6875 -0.7559 -0.0841
O 6.7407 0.6220 0.0720
H 7.1200 -0.9763 -3.5069
H 7.1229 0.5064 -2.5092
H 8.2503 -0.8259 -2.2312
H 3.9287 -1.1576 -1.0292
H 4.6532 0.3094 -1.5731
H 4.3849 -0.9645 -2.6972
H 5.7401 -3.0460 -2.4764
H 7.3744 -2.9434 -1.8882
H 4.7979 -3.5117 -0.4199
H 5.8774 -4.6379 -0.6900
H 7.6976 -3.3284 0.8533
H 6.2390 -3.7371 1.5808
H 4.9909 -2.0600 2.5580
H 4.2298 -1.7522 0.9807
H 4.9364 -0.4148 1.7640
H 7.3384 -1.9528 3.0077
H 7.4478 -0.2795 2.4936
H 8.5015 -1.4665 1.7610
H 7.6782 0.7360 -0.1004
C 0.0371 -1.6204 2.6722
C -0.0953 -0.2578 2.0806
C 0.1947 -0.3706 0.5531
C -1.6019 0.1465 2.1412
C -2.0408 1.5647 1.8523
C -1.1356 2.4047 2.7454
C 0.3793 2.2170 2.5670
C 0.9039 2.7102 1.2167
C 0.9668 3.0148 3.7863
N 0.6928 0.8055 2.7634
O 2.1241 0.5504 2.9553
H -0.7919 -2.3172 2.5487
H 0.8719 -2.1917 2.2659
H 0.3785 -1.4644 3.6955
H -0.2895 -1.2390 0.1064
H -0.0897 0.5450 0.0345
H 1.2758 -0.4930 0.4868
H -2.2072 -0.3989 1.4171
H -1.9322 -0.0951 3.1515
H -1.9918 1.8664 0.8060
H -3.1087 1.6385 2.0580
H -1.3780 2.1072 3.7656
H -1.4543 3.4312 2.5642
H 0.9824 3.7972 1.2373
H 0.2547 2.4660 0.3759
H 1.8890 2.3387 0.9345
H 0.7560 4.0783 3.6740
H 2.0391 2.9207 3.9576
H 0.4963 2.7669 4.7378
H 2.4155 0.9062 2.1126
C -7.8830 2.7311 0.4616
C -8.2497 1.1348 0.6045
C -9.3674 0.7556 -0.3511
C -6.9446 0.4047 0.0721
C -5.7880 0.3076 1.0929
C -6.3532 -0.2988 2.3720
C -7.5996 0.3876 2.9643
C -8.0777 -0.6957 3.9377
C -7.2532 1.7311 3.8395
N -8.5949 0.7482 2.0208
O -9.8217 1.2505 2.5660
H -7.4957 2.8832 -0.5459
H -7.2741 2.9841 1.3295
H -8.7343 3.4118 0.4759
H -9.3654 1.2705 -1.3119
H -10.2874 1.0198 0.1702
H -9.4509 -0.3310 -0.3672
H -7.0766 -0.6173 -0.2832
H -6.4657 1.0169 -0.6920
H -5.4045 1.3102 1.2824
H -5.0902 -0.3165 0.5347
H -5.5664 -0.3378 3.1253
H -6.6139 -1.3279 2.1251
H -7.3039 -0.8879 4.6809
H -8.9241 -0.5265 4.6034
H -8.2547 -1.6474 3.4367
H -6.3733 2.1956 3.3944
H -8.1488 2.3254 4.0209
H -6.7971 1.4925 4.8003
H -10.3627 0.4622 2.4790
C -0.9901 -4.8566 -3.7906
C -0.1559 -5.7273 -2.8419
C -0.6688 -7.1838 -2.5838
C 1.1892 -5.8823 -3.6707
C 2.2209 -4.7542 -3.5113
C 2.3499 -4.3257 -2.0813
C 0.9947 -3.9485 -1.4787
C 1.4196 -3.9052 -0.0072
C 0.5181 -2.6014 -2.0480
N 0.1041 -5.0891 -1.5686
O -1.0771 -5.0060 -0.7700
H -1.5606 -4.2814 -3.0614
H -0.3452 -4.1607 -4.3272
H -1.5498 -5.3235 -4.6011
H 0.2235 -7.6994 -2.2285
H -1.5200 -7.2404 -1.9053
H -0.9908 -7.7422 -3.4627
H 1.6983 -6.8295 -3.4920
H 0.9486 -5.9081 -4.7335
H 3.2445 -5.0948 -3.6673
H 2.0513 -3.9330 -4.2078
H 3.0953 -3.5343 -2.0034
H 2.6939 -5.2256 -1.5716
H 1.7611 -4.8917 0.3063
H 0.5671 -3.6411 0.6186
H 2.2301 -3.1818 0.0822
H -0.5175 -2.4496 -1.7436
H 0.6775 -2.4936 -3.1209
H 1.0558 -1.7888 -1.5595
H -0.8767 -5.6927 -0.1298
C 2.1058 4.2470 -6.6427
C 0.9420 3.6211 -5.8947
C 0.0779 4.7007 -5.4040
C 0.2461 2.8237 -6.9662
C -0.6612 1.6598 -6.5178
C 0.0283 0.7779 -5.4979
C 0.7551 1.5235 -4.3025
C -0.2485 1.8229 -3.1623
C 1.7841 0.4644 -3.7912
N 1.5173 2.6678 -4.8436
O 2.1814 3.3956 -3.9401
H 2.7420 4.8739 -6.0178
H 2.8099 3.4459 -6.8676
H 1.9414 4.7748 -7.5821
H -0.9086 4.3312 -5.1236
H 0.5012 5.1073 -4.4855
H -0.0940 5.4981 -6.1269
H -0.2584 3.5824 -7.5645
H 0.9365 2.4876 -7.7398
H -1.6347 1.9700 -6.1380
H -0.9795 1.0547 -7.3666
H 0.7556 0.2523 -6.1167
H -0.6098 0.0511 -4.9953
H -0.4859 1.0384 -2.4437
H -1.1563 2.1693 -3.6563
H 0.0471 2.4607 -2.3293
H 1.2937 -0.5083 -3.7529
H 2.1699 0.6571 -2.7901
H 2.6406 0.4528 -4.4653
H 3.1030 3.5273 -4.1745
C -3.7200 -2.5213 -0.7508
C -5.2239 -3.0243 -0.7233
C -5.4308 -4.4180 -1.4620
O -5.6996 -3.0946 0.6274
H -3.0920 -3.3883 -0.5459
H -3.6102 -1.7269 -0.0126
H -3.3872 -2.1215 -1.7087
H -5.8780 -2.2680 -1.1573
H -5.0439 -4.3663 -2.4797
H -6.4877 -4.6291 -1.6247
H -4.7919 -5.2037 -1.0587
H -5.2780 -3.8317 1.0752
C 5.9537 4.9585 3.4516
C 6.5702 3.6339 3.0474
C 6.0237 2.4721 3.8395
O 6.6014 3.4004 1.7069
H 6.3712 5.8566 2.9963
H 6.3357 5.1092 4.4613
H 4.8997 5.0866 3.2051
H 7.6448 3.7078 3.2141
H 4.9339 2.4761 3.8172
H 6.3998 2.4535 4.8624
H 6.3401 1.5263 3.3997
H 6.1405 2.5920 1.4711
C 2.1472 7.0138 0.1331
C 3.0475 7.5124 1.1518
C 4.0207 8.5776 0.6076
O 2.2633 8.0209 2.2040
H 1.8014 6.0105 0.3821
H 2.7470 6.8960 -0.7694
H 1.2816 7.6510 -0.0482
H 3.6902 6.7228 1.5413
H 4.6665 8.8774 1.4330
H 3.5759 9.4868 0.2033
H 4.8483 8.2680 -0.0307
H 1.4921 7.4635 2.3314
C -3.1584 -3.5478 5.5502
C -4.2127 -2.4219 5.8732
C -4.6673 -2.6449 7.2674
O -3.4400 -1.2183 5.7059
H -2.6481 -3.4092 4.5971
H -3.6688 -4.5057 5.6502
H -2.4203 -3.6328 6.3477
H -5.1298 -2.4713 5.2862
H -5.6173 -2.1423 7.4490
H -4.0071 -2.3047 8.0652
H -4.9495 -3.6954 7.3366
H -3.9701 -0.4726 5.9969
```

Results of the Löwdin charge analysis, in e, for atoms 1 through 6: atom 1 (C): -0.034, atom 2 (C): -0.422, atom 3 (C): -0.032, atom 4 (C): -0.138, atom 5 (C): -0.180, atom 6 (C): -0.135

=====

Density functional theory data (ωB97M-V/def2-TZVPD) for 11 unconnected molecules or ions with the total composition C57H132N4O11.

Calculated values
- HOMO level (eV) = -7.67
- calculated total energy (Eh) = -3297.37768
- SMILES = CC1(C)CCCC(C)(C)N1O.CC1(C)CCCC(C)(C)N1O.CC1(C)CCCC(C)(C)N1O.CC1(C)CCCC(C)(C)N1O.CC(C)O.CC(C)O.CC(C)O.CC(C)O.CC(C)O.CC(C)O.CC(C)O
- energy above the lowest of the compared OMol25 structures with the same formula, charge and spin (eV) = 0.665
- HOMO-LUMO gap (eV) = 7.8

XYZ file:
```
204
C57H132N4O11 (ωB97M-V/def2-TZVPD)
C 2.5282 -2.8248 5.1648
C 3.2247 -2.4851 3.8236
C 2.7398 -3.4865 2.7062
C 2.8202 -1.0704 3.4339
C 3.7212 -0.3461 2.4075
C 5.1646 -0.3114 3.0601
C 5.7160 -1.7560 3.3940
C 6.2407 -2.4180 2.0459
C 6.8766 -1.6529 4.4419
N 4.6791 -2.6079 4.0695
O 5.0414 -3.9194 4.3676
H 1.4563 -2.6295 5.1929
H 2.5280 -3.9024 5.3286
H 2.9980 -2.3722 6.0381
H 3.1011 -4.4818 2.9646
H 1.6675 -3.4598 2.5129
H 3.1139 -3.1531 1.7382
H 1.8532 -1.0908 2.9314
H 2.6995 -0.4741 4.3383
H 3.7113 -0.7126 1.3810
H 3.2457 0.6288 2.3000
H 5.2198 0.3400 3.9323
H 5.8707 0.1231 2.3525
H 5.3657 -2.6669 1.4454
H 6.8409 -3.3221 2.1483
H 6.8593 -1.7001 1.5075
H 7.3786 -2.5826 4.7096
H 6.6426 -1.1155 5.3609
H 7.6325 -1.0282 3.9660
H 5.4090 -3.8871 5.2538
C -4.5052 -1.7293 -3.4276
C -5.1043 -0.4880 -2.7513
C -6.6035 -0.4002 -3.1720
C -4.9052 -0.6659 -1.1874
C -4.7043 0.5456 -0.3619
C -3.8780 1.6134 -1.0946
C -4.2660 1.9032 -2.5418
C -5.6502 2.6815 -2.5364
C -3.1989 2.8142 -3.2285
N -4.3029 0.6373 -3.2020
O -4.3312 0.8366 -4.5996
H -3.4233 -1.7691 -3.3016
H -4.9325 -2.6361 -2.9994
H -4.7053 -1.6262 -4.4941
H -7.1645 -1.2994 -2.9174
H -7.0980 0.3825 -2.5967
H -6.7900 -0.2052 -4.2281
H -5.7839 -1.1538 -0.7657
H -4.1594 -1.4374 -0.9963
H -5.6988 0.9110 -0.1056
H -4.1910 0.3183 0.5724
H -2.8150 1.4589 -0.9091
H -4.0584 2.5959 -0.6584
H -5.4989 3.7161 -2.2286
H -6.4203 2.1972 -1.9359
H -5.9678 2.8140 -3.5707
H -2.8549 3.6434 -2.6103
H -3.4641 3.2715 -4.1818
H -2.2911 2.2545 -3.4534
H -3.6488 0.2838 -4.9875
C -3.8902 3.8914 5.2091
C -3.6557 2.6800 4.3051
C -4.4972 1.4561 4.7595
C -4.3506 3.1260 2.9415
C -3.5125 4.1254 2.1490
C -2.0906 3.4810 1.9289
C -1.3482 3.2174 3.2007
C -0.0843 2.4075 2.7212
C -1.0018 4.4844 3.9759
N -2.2359 2.3079 4.0243
O -1.5784 1.8730 5.1667
H -3.6068 3.7105 6.2459
H -3.3263 4.7324 4.8056
H -4.9421 4.1368 5.3556
H -5.5487 1.4954 4.4751
H -4.1548 0.5749 4.2170
H -4.5017 1.3184 5.8408
H -4.5397 2.2708 2.2927
H -5.3620 3.5170 3.0517
H -3.8913 4.1457 1.1271
H -3.4454 5.1492 2.5168
H -1.5046 4.1476 1.2961
H -2.2362 2.5344 1.4084
H 0.6101 2.2441 3.5454
H 0.4408 2.9683 1.9480
H -0.2765 1.4309 2.2770
H -1.5359 5.4037 3.7360
H 0.0271 4.7902 3.7863
H -1.0169 4.3121 5.0521
H -1.7137 2.5736 5.8090
C -1.3570 -3.5701 2.5750
C -2.0720 -2.2197 2.9320
C -1.6161 -1.0931 2.0114
C -3.6226 -2.3329 2.6773
C -4.2944 -3.2024 3.7137
C -4.0457 -2.6601 5.1281
C -2.5677 -2.3403 5.4779
C -2.5208 -1.3619 6.6354
C -1.8083 -3.6239 5.8454
N -1.9222 -1.7264 4.2709
O -0.7171 -1.0968 4.5774
H -0.4975 -3.8277 3.1940
H -1.9799 -4.4641 2.5462
H -0.9882 -3.5358 1.5498
H -1.9497 -1.2981 0.9942
H -1.9311 -0.1076 2.3544
H -0.5299 -1.0115 1.9707
H -4.0459 -1.3310 2.6051
H -3.7429 -2.9575 1.7922
H -5.3613 -3.3004 3.5134
H -3.8654 -4.2019 3.6423
H -4.4058 -3.4694 5.7633
H -4.6332 -1.7608 5.3130
H -1.6595 -1.6349 7.2452
H -3.3146 -1.4561 7.3764
H -2.5352 -0.3413 6.2528
H -1.9491 -4.2952 4.9983
H -2.0920 -4.1044 6.7818
H -0.7686 -3.3182 5.9620
H -0.9316 -0.1635 4.5113
C 0.4269 -4.0371 -3.3070
C 0.0123 -3.6902 -4.7067
C -1.1999 -4.4300 -5.1946
O -0.2390 -2.2931 -4.8053
H 1.4313 -3.6835 -3.0740
H 0.4334 -5.1237 -3.2212
H -0.1772 -3.5135 -2.5660
H 0.7760 -3.9468 -5.4409
H -1.6521 -4.0878 -6.1255
H -2.0014 -4.1469 -4.5122
H -0.9641 -5.4933 -5.2372
H 0.4995 -1.8491 -4.3820
C 3.0048 3.7177 -4.5426
C 2.4287 2.3867 -4.2981
C 2.9880 1.3506 -5.1333
O 2.6136 1.8684 -2.9675
H 4.0945 3.7446 -4.5360
H 2.8569 4.4272 -3.7284
H 2.8154 4.1462 -5.5268
H 1.3617 2.4770 -4.5018
H 2.8255 1.7137 -6.1481
H 2.6595 0.3135 -5.0658
H 4.0769 1.3836 -5.1687
H 2.4776 2.6060 -2.3682
C 1.3794 6.2376 -0.8908
C 1.2074 4.7395 -0.5662
C 0.0415 4.0729 -1.3393
O 2.3845 4.0629 -0.8954
H 2.1625 6.7586 -0.3401
H 0.4726 6.7082 -0.5107
H 1.4011 6.4449 -1.9607
H 1.0422 4.5360 0.4918
H -0.0120 2.9995 -1.1572
H 0.1053 4.3818 -2.3827
H -0.9045 4.4045 -0.9112
H 3.1167 4.5094 -0.4640
C 1.2040 0.0378 -0.6295
C 0.4824 -0.7289 -1.7242
C -0.9667 -0.3520 -1.8960
O 1.0886 -0.5835 -2.9288
H 1.1036 1.1181 -0.7342
H 2.2692 -0.1816 -0.7032
H 0.9600 -0.2399 0.3959
H 0.5612 -1.8025 -1.5530
H -1.5482 -0.2356 -0.9814
H -1.3616 -1.1154 -2.5663
H -1.1755 0.5444 -2.4800
H 1.3593 0.3323 -3.0267
C 6.7594 0.0644 -1.1056
C 5.6361 0.8804 -1.8362
C 6.2300 1.8837 -2.8528
O 4.7442 0.0320 -2.4751
H 7.3376 -0.5703 -1.7772
H 6.2279 -0.5956 -0.4200
H 7.3232 0.7517 -0.4749
H 4.9797 1.3898 -1.1307
H 5.4641 2.5882 -3.1769
H 6.5418 1.5254 -3.8339
H 7.0456 2.4969 -2.4696
H 4.0236 0.5446 -2.8487
C -2.5202 0.6569 -7.7406
C -1.4711 0.1956 -6.7361
C -0.7941 1.3951 -5.9543
O -2.1804 -0.5773 -5.8295
H -3.3870 1.0115 -7.1829
H -2.7726 -0.1347 -8.4461
H -2.2563 1.5286 -8.3395
H -0.7026 -0.4530 -7.1566
H -0.4849 2.0547 -6.7651
H 0.0692 1.0067 -5.4138
H -1.3440 1.9738 -5.2121
H -1.6475 -1.1665 -5.2907
C 4.2670 -2.9335 -1.2187
C 5.6466 -3.3924 -1.7875
C 5.6251 -4.8687 -2.2436
O 5.8425 -2.5067 -2.9100
H 3.5815 -3.1006 -2.0495
H 4.2132 -1.8767 -0.9573
H 4.0646 -3.6382 -0.4121
H 6.3383 -3.1802 -0.9722
H 4.6583 -5.1125 -2.6840
H 5.7943 -5.5810 -1.4361
H 6.3882 -4.9152 -3.0204
H 5.4015 -1.6685 -2.7531
```

Results of the Löwdin charge analysis, in e, for atoms 1 through 6: atom 1 (C): -0.034, atom 2 (C): -0.475, atom 3 (C): -0.004, atom 4 (C): -0.144, atom 5 (C): -0.146, atom 6 (C): -0.100